Record 1
DFT (ωB97M-V/def2-TZVPD) results for a structure of composition C4H15GaN2O4PS.

Geometry as XYZ:
```
28
Properties=species:S:1:pos:R:3:forces:R:3
C 0.59243 -2.94799 3.42189 0.0 0.0 0.1
C 0.63473 -2.61481 1.91691 0.1 0.2 0.1
Ga 0.74219 -0.62666 1.56620 -0.5 -0.2 -0.1
P 3.01041 0.04116 2.03573 -0.2 0.4 0.8
S 3.31365 0.81838 3.86904 0.1 0.0 -0.1
H 0.69172 -2.06434 4.05820 0.0 0.0 0.0
H -0.35168 -3.42197 3.70419 0.0 0.0 0.0
H 1.39118 -3.63578 3.71004 0.0 0.0 0.0
H -0.28872 -2.94852 1.43454 0.1 -0.1 -0.1
H 1.46505 -3.14656 1.44618 -0.1 0.0 -0.1
H 0.31456 -0.20899 0.08068 0.3 -0.1 -0.1
H -0.13287 0.12112 2.66033 0.1 0.1 0.1
H 3.54052 0.91888 1.07418 0.1 0.0 -0.3
H 3.90823 -1.02302 1.86260 0.1 -0.2 -0.3
C -2.87092 3.43254 -0.64356 0.0 0.0 0.1
N -1.81276 2.40505 -0.41307 -0.1 -0.1 -0.1
O -1.11886 2.51362 0.56210 0.1 0.2 0.2
O -1.73429 1.51710 -1.24061 -0.1 0.1 -0.2
H -2.82415 4.14973 0.16645 0.0 0.0 0.0
H -2.66886 3.89079 -1.60656 0.0 0.0 0.0
H -3.82307 2.91241 -0.67133 0.0 0.0 0.0
C -0.29902 -0.03614 -3.48521 -0.1 0.0 0.0
N -0.27751 0.02508 -4.97308 0.0 0.0 0.0
O -1.24916 0.47813 -5.54381 -0.1 0.1 0.0
O 0.71744 -0.38364 -5.53505 0.1 0.0 0.0
H -1.24207 0.35853 -3.13776 0.0 0.0 0.0
H -0.16511 -1.07488 -3.20041 0.1 0.0 0.0
H 0.53692 0.55079 -3.11881 0.0 0.0 0.0
```
Forces are in eV/Å.

Summary:
E_tot, eV: -88056.649
Multiplicity: 1
Total charge: -1
Largest force on an atom, eV/A: 0.92
HOMO-LUMO gap, eV: 6.255

Here are the Mulliken charges for atoms 1 to 4, given in e:
1 C -1.0001
2 C -0.5676
3 Ga -0.0513
4 P 0.0401

---

Record 2
DFT (ωB97M-V/def2-TZVPD) results for a structure of composition C9H16ClIN2O2PY in a non-equilibrium geometry.

Geometry as XYZ:
```
33
Properties=species:S:1:pos:R:3:forces:R:3
C 0.24990 1.70894 -1.70023 0.6 -0.2 0.5
C -0.73602 1.26654 -2.73971 -0.1 1.5 -3.3
H 0.50043 2.77199 -1.85550 -0.2 -0.4 -0.2
H 1.18016 1.12959 -1.78462 -0.2 0.3 -0.1
H -0.13793 1.60992 -0.67562 -0.1 0.0 -0.6
O -0.49165 0.98792 -3.91416 0.0 0.2 2.8
I -2.47211 -0.64410 -1.89608 -1.2 -0.9 0.7
Y 0.81083 -0.03855 1.83714 2.1 -0.2 0.6
P 1.91270 -1.47596 -0.28562 1.1 -1.1 -1.4
C 1.02505 -2.33914 -1.62683 -0.5 0.2 0.1
C 3.30626 -0.68566 -1.18636 -0.1 0.5 0.3
H 3.31172 -2.54933 1.40300 0.1 -0.2 -0.2
H 3.47759 -3.34862 -0.18930 -0.2 0.2 0.2
H 2.02863 -3.64261 0.82071 0.2 0.1 -0.1
C 2.76808 -2.89307 0.51354 -0.2 0.2 0.5
H 3.88317 -0.06549 -0.48715 0.0 -0.2 -0.2
H 3.96369 -1.45386 -1.61764 -0.3 0.1 0.1
H 1.70062 -3.01410 -2.16884 0.0 0.3 0.2
H 0.58415 -1.61743 -2.32368 0.1 -0.2 0.1
H 2.92421 -0.04154 -1.98855 0.2 -0.2 0.2
H 0.20921 -2.92531 -1.19118 0.1 0.0 -0.2
C -2.22726 1.41694 -2.40280 0.2 1.7 -0.5
O -2.95455 2.35927 -2.48287 1.0 -2.0 0.5
Cl 2.79806 1.26400 2.36357 -0.9 -0.6 -0.3
N -1.09286 2.72059 1.44720 -0.1 -1.1 0.1
C -2.37863 2.87787 1.78031 0.3 -0.3 -0.1
C -2.88779 1.62596 2.10576 -0.4 -0.4 0.0
C -1.86320 0.71498 1.92934 0.9 2.0 -0.5
N -0.72849 1.40413 1.52201 -1.7 1.0 0.2
H -0.42607 3.42754 1.14300 -0.1 -0.2 0.2
H -2.85781 3.84551 1.75344 0.0 0.0 0.0
H -3.89408 1.39365 2.40384 -0.1 0.1 0.0
H -1.85159 -0.36197 2.04397 -0.2 -0.1 0.0
```
Forces are in eV/Å.

Summary:
E_tot, eV: -47607.542
Multiplicity: 1
Total charge: +2
Largest force on an atom, eV/A: 3.59
ΔE to the lowest compared entry with this formula, charge and spin, eV: 0.000
HOMO-LUMO gap, eV: 6.730

Here are the Mulliken charges for atoms 1 to 4, given in e:
1 C 0.5634
2 C 0.5152
3 H 0.4697
4 H -0.2146

---

Record 3
DFT (ωB97M-V/def2-TZVPD) results for a cluster of 2 separate species, C2H7NS2 in total in a non-equilibrium geometry.

Geometry as XYZ:
```
12
Properties=species:S:1:pos:R:3:forces:R:3
C 1.22541 0.52822 2.09229 -0.8 0.2 2.6
N 0.47191 -0.39387 2.54965 0.0 -0.2 0.8
H 2.12123 0.21781 1.53870 -0.5 0.8 -0.6
H 0.95708 1.46564 2.65822 1.8 0.1 -1.5
H 0.02801 0.03406 3.40427 -0.5 -0.9 -1.4
C 1.01213 -1.19909 -1.01754 0.0 2.8 1.4
S 0.28462 0.57110 -1.25254 -1.8 -2.3 0.8
S -1.64127 0.06871 -0.58667 1.6 0.1 0.4
H 0.51157 -1.48353 -0.08642 1.1 -0.2 0.2
H 0.61332 -1.78184 -1.77532 -0.5 -1.0 -1.8
H 2.09755 -1.03319 -1.06056 -0.5 -0.5 0.3
H -1.35083 -0.87345 0.45240 0.0 1.0 -1.3
```
Forces are in eV/Å.

Summary:
Expectation value of S²: 0.7552
E_tot, eV: -25337.595
Multiplicity: 2
Total charge: +1
Largest force on an atom, eV/A: 3.14
ΔE to the lowest compared entry with this formula, charge and spin, eV: 1.538
HOMO-LUMO gap (spin up / spin down), eV: 8.561 / 5.448

Here are the Mulliken charges for atoms 1 to 4, given in e:
1 C -0.3644
2 N -0.4319
3 H 0.3360
4 H 0.2661

---

Record 4
DFT (ωB97M-V/def2-TZVPD) results for a structure of composition C3H6O3Sm in a non-equilibrium geometry.

Geometry as XYZ:
```
13
Properties=species:S:1:pos:R:3:forces:R:3
C -0.38290 -1.64613 -0.39849 -0.2 -0.1 0.0
O -0.27499 -0.27863 -0.02556 -0.1 -0.3 0.1
C -1.26570 0.58352 -0.51753 -0.3 0.5 -0.4
C -0.89360 1.86991 -0.66510 -0.4 -0.1 -0.3
O 0.31260 2.29901 -0.33831 -2.2 1.7 -1.0
H 0.63431 -2.01545 -0.56612 -0.2 -0.1 0.0
H -0.85343 -2.21679 0.41324 0.1 0.1 -0.2
H -0.98127 -1.73958 -1.31562 0.3 0.0 0.2
H 2.80458 -0.61595 2.72159 0.4 0.1 0.1
H -1.59655 2.57620 -1.12562 0.0 -0.2 0.3
Sm 1.71922 1.00665 0.54761 2.6 -1.2 0.6
O 3.00221 0.03804 2.04590 -0.3 -0.5 0.5
H -2.22446 0.13920 -0.77598 0.2 0.2 0.1
```
Forces are in eV/Å.

Summary:
Expectation value of S²: 12.0081
E_tot, eV: -27253.385
Multiplicity: 7
Largest force on an atom, eV/A: 2.96
ΔE to the lowest compared entry with this formula, charge and spin, eV: 0.271
HOMO-LUMO gap (spin up / spin down), eV: 5.815 / 7.631

Here are the Mulliken charges for atoms 1 to 4, given in e:
1 C -0.6755
2 O -0.3331
3 C -0.2557
4 C -0.1385